Entry 1:
Formula: C23H16NiO5P
Source: OMol25
Level of theory: wB97M-V/def2-TZVPD

Last column: Löwdin charge in e.
Cartesian coordinates (Å):
O  -2.858  -3.725  -1.339  0.016
C  -3.067  -2.647  -1.657  0.010
Ni  0.089  0.713  0.280  0.053
O  2.027  -1.273  1.167  0.219
C  1.371  -0.380  0.836  -0.095
C  0.592  2.410  0.178  -0.086
O  0.702  3.562  0.228  0.194
C  -0.632  0.368  -1.838  -0.250
O  -1.262  0.244  -2.857  0.163
C  0.701  -0.110  -1.484  -0.252
O  1.584  -0.660  -2.058  0.216
H  -1.028  1.019  -0.655  0.104
C  0.946  4.584  4.670  -0.050
C  1.803  3.819  3.874  -0.057
C  1.317  2.706  3.186  -0.113
C  -0.034  2.346  3.303  -0.353
C  -0.878  3.074  4.158  -0.058
C  -0.391  4.203  4.821  -0.049
P  -0.672  0.953  2.313  1.078
C  -0.594  -0.483  3.432  -0.356
C  -1.208  -1.676  3.012  -0.112
C  -1.137  -2.818  3.812  -0.057
C  -0.435  -2.784  5.022  -0.054
C  0.201  -1.607  5.427  -0.055
C  0.121  -0.454  4.640  -0.061
C  -2.462  1.321  2.196  -0.348
C  -3.446  0.586  2.879  -0.074
C  -4.796  0.774  2.569  -0.054
C  -5.174  1.719  1.612  -0.056
C  -4.201  2.507  0.987  -0.058
C  -2.850  2.328  1.296  -0.100
H  1.322  5.475  5.176  0.118
H  2.855  4.093  3.773  0.117
H  1.995  2.115  2.565  0.105
H  -1.918  2.771  4.286  0.115
H  -1.062  4.783  5.456  0.117
H  -1.757  -1.706  2.067  0.113
H  -1.635  -3.734  3.490  0.116
H  -0.382  -3.677  5.647  0.117
H  0.762  -1.579  6.362  0.116
H  0.608  0.466  4.967  0.108
H  -3.165  -0.134  3.648  0.107
H  -5.550  0.173  3.079  0.116
H  -6.227  1.849  1.355  0.116
H  -4.489  3.261  0.254  0.116
H  -2.093  2.951  0.811  0.098

Force components x, y, z for each atom (eV/Å):
O -0.424 2.123 -0.640
C 0.440 -2.111 0.664
Ni 1.676 -1.448 -0.024
O -1.787 3.009 -1.130
C 2.885 -4.443 2.308
C 0.921 6.213 -0.567
O -0.217 -3.779 -0.182
C -0.222 1.282 -0.044
O 0.346 -0.157 2.015
C -0.289 -1.345 -1.277
O -0.394 1.100 0.786
H -1.791 -0.148 -2.639
C -0.067 -0.208 -0.103
C 0.009 -0.055 -0.024
C -0.166 0.201 0.283
C 0.531 0.169 -0.234
C 0.058 0.075 -0.190
C 0.121 -0.218 -0.069
P -2.057 0.007 2.209
C 0.380 -0.410 -0.117
C 0.198 -0.159 0.235
C -0.026 0.225 -0.067
C 0.047 0.239 -0.094
C -0.127 -0.042 -0.101
C -0.141 -0.058 -0.181
C -0.326 0.018 -0.175
C 0.068 0.120 -0.240
C 0.105 0.234 -0.041
C 0.210 -0.089 0.058
C 0.170 0.061 0.182
C -0.283 -0.387 -0.117
H -0.116 -0.296 -0.150
H -0.334 -0.050 0.052
H -0.139 0.203 0.136
H 0.290 0.157 -0.088
H 0.221 -0.182 -0.175
H 0.159 -0.036 0.245
H 0.165 0.262 0.103
H 0.004 0.284 -0.209
H -0.193 -0.016 -0.273
H -0.130 -0.292 -0.084
H -0.078 0.122 -0.311
H 0.206 0.218 -0.131
H 0.329 -0.043 0.082
H 0.051 -0.195 0.243
H -0.278 -0.156 0.074

Gap between HOMO and LUMO (spin up / spin down), eV: 6.60 / 5.93
Total charge: +1
Spin multiplicity: 3

=====

Entry 2:
Formula: C23H17AuN3O4P
Source: OMol25
Level of theory: wB97M-V/def2-TZVPD

Last column: Löwdin charge in e.
Cartesian coordinates (Å):
Au  -2.436  0.588  -0.846  0.736
O  -1.894  -2.666  -1.801  0.146
C  -0.841  -2.190  -1.525  -0.469
O  -0.204  -1.334  -2.421  -0.038
C  -0.041  -2.358  -0.283  -0.126
C  0.307  -3.544  0.203  0.074
C  1.575  -3.662  1.040  -0.235
C  1.800  -2.423  1.850  -0.021
C  1.510  -1.239  1.327  -0.067
C  0.775  -1.114  0.012  -0.360
P  -0.263  0.485  -0.027  0.999
C  0.894  1.617  -0.839  -0.370
C  0.459  2.254  -1.998  -0.089
C  1.324  3.069  -2.714  -0.062
C  2.628  3.245  -2.279  -0.067
C  3.071  2.609  -1.126  -0.065
C  2.210  1.797  -0.408  -0.095
C  -0.367  0.959  1.722  -0.388
C  0.099  2.183  2.189  -0.078
C  -0.095  2.537  3.518  -0.069
C  -0.751  1.674  4.381  -0.074
C  -1.231  0.456  3.914  -0.068
C  -1.050  0.104  2.588  -0.103
H  -0.173  -4.449  -0.148  0.139
H  1.599  -4.571  1.632  0.134
H  2.304  -2.506  2.804  0.121
H  1.762  -0.337  1.864  0.109
H  -0.558  2.105  -2.340  0.078
H  0.978  3.560  -3.614  0.110
H  3.304  3.877  -2.840  0.108
H  4.091  2.742  -0.789  0.109
H  2.571  1.306  0.487  0.105
H  0.602  2.868  1.519  0.102
H  0.264  3.493  3.875  0.107
H  -0.903  1.954  5.415  0.106
H  -1.761  -0.211  4.580  0.108
H  -1.450  -0.836  2.223  0.110
N  2.663  -3.788  -0.020  0.191
C  2.977  -2.706  -0.474  -0.194
N  3.053  -1.564  -0.946  0.215
C  1.684  -1.238  -1.218  -0.321
N  1.229  -1.381  -2.393  0.192
C  -4.407  -0.873  -2.831  -0.136
O  -5.114  0.191  -2.206  -0.144
C  -4.430  0.950  -1.298  -0.636
O  -5.041  1.822  -0.737  -0.032
H  -5.084  -1.290  -3.573  0.085
H  -4.131  -1.648  -2.115  0.058
H  -3.504  -0.517  -3.332  0.066

Force components x, y, z for each atom (eV/Å):
Au -0.015 -0.102 0.063
O 0.047 -0.048 -0.007
C 0.057 0.011 -0.009
O 0.005 -0.009 0.003
C -0.049 -0.046 -0.110
C 0.028 -0.050 0.038
C -0.065 -0.015 -0.024
C 0.008 0.010 0.027
C 0.019 -0.047 -0.005
C 0.053 0.101 0.125
P 0.064 0.061 -0.093
C -0.066 0.025 -0.066
C -0.003 0.019 0.030
C 0.012 0.013 0.005
C -0.009 0.001 -0.006
C 0.004 -0.003 0.013
C -0.015 -0.006 0.024
C 0.039 0.103 -0.022
C 0.009 -0.045 0.021
C 0.002 0.004 0.001
C 0.003 0.005 0.001
C -0.001 -0.010 0.000
C -0.017 -0.015 -0.005
H -0.010 0.005 -0.005
H -0.003 -0.004 -0.005
H 0.007 0.004 -0.002
H 0.009 0.019 -0.006
H 0.005 -0.005 -0.006
H 0.000 -0.001 -0.001
H 0.001 -0.002 -0.001
H -0.001 -0.002 0.001
H 0.002 -0.018 0.013
H 0.016 0.003 -0.014
H 0.000 0.000 0.000
H 0.001 0.000 0.001
H 0.000 0.000 0.000
H -0.004 0.006 -0.011
N 0.067 0.121 0.133
C -0.027 -0.140 -0.298
N -0.023 -0.017 0.202
C 0.001 0.032 0.067
N -0.110 0.009 -0.050
C 0.001 0.007 -0.002
O 0.001 0.041 -0.013
C -0.029 -0.067 0.051
O 0.009 0.039 -0.044
H -0.003 -0.003 -0.001
H -0.020 0.031 -0.022
H 0.000 -0.012 0.010

Gap between HOMO and LUMO, eV: 6.87
Total charge: 0

=====

Entry 3:
Formula: C23H17Br2KN8OSe
Source: OMol25
Level of theory: wB97M-V/def2-TZVPD

Last column: Löwdin charge in e.
Cartesian coordinates (Å):
K  0.476  1.849  0.313  0.682
Br  -0.705  3.744  5.105  0.735
C  0.737  2.590  4.698  -0.621
C  1.619  2.285  5.739  -0.196
C  2.681  1.454  5.550  -0.650
Br  3.832  1.065  7.008  0.735
C  2.912  0.888  4.270  -0.199
C  3.986  0.016  3.988  -0.046
C  4.149  -0.486  2.732  -0.060
C  3.227  -0.101  1.743  -0.162
N  2.220  0.701  1.960  0.043
C  2.027  1.206  3.214  -0.132
C  0.852  2.083  3.406  -0.477
O  0.052  2.313  2.461  -0.285
H  1.440  2.720  6.713  0.088
H  4.669  -0.244  4.785  0.070
H  4.960  -1.157  2.493  0.099
H  3.339  -0.478  0.729  0.098
N  3.418  1.584  -3.489  0.031
C  2.975  2.272  -2.435  -0.138
N  2.073  1.573  -1.777  0.069
C  2.011  0.424  -2.503  -0.321
N  2.807  0.384  -3.549  0.123
C  1.146  -0.732  -2.164  -0.202
C  1.137  -1.871  -2.969  -0.070
N  0.380  -2.923  -2.690  0.099
C  -0.357  -2.840  -1.589  -0.119
C  -0.350  -1.710  -0.781  -0.102
N  0.391  -0.648  -1.071  0.107
H  4.098  1.841  -4.181  0.157
H  3.326  3.258  -2.191  0.134
H  1.759  -1.912  -3.853  0.111
H  -0.985  -3.684  -1.333  0.111
H  -0.960  -1.660  0.112  0.119
C  -3.691  0.982  0.359  -0.007
N  -3.291  0.480  -0.943  -0.069
C  -2.543  1.142  -1.856  -0.768
Se  -1.853  2.845  -1.723  0.606
N  -2.361  0.303  -2.903  0.121
C  -2.990  -0.905  -2.678  -0.197
C  -3.093  -2.065  -3.424  -0.018
C  -3.808  -3.109  -2.859  -0.088
C  -4.399  -2.997  -1.597  -0.081
C  -4.299  -1.832  -0.850  -0.002
C  -3.581  -0.791  -1.417  -0.178
H  -3.259  1.972  0.481  0.053
H  -3.313  0.317  1.136  0.103
H  -4.778  1.040  0.411  0.102
H  -1.834  0.585  -3.710  0.151
H  -2.630  -2.162  -4.395  0.117
H  -3.911  -4.034  -3.408  0.106
H  -4.951  -3.834  -1.194  0.104
H  -4.756  -1.741  0.124  0.114

Force components x, y, z for each atom (eV/Å):
K -0.175 -0.056 -1.365
Br -0.130 0.053 -0.101
C 0.132 0.077 0.543
C -0.069 0.086 0.074
C -0.026 -0.071 -0.259
Br 0.037 0.000 0.069
C 0.122 0.002 0.262
C 0.034 0.008 0.102
C -0.108 0.060 -0.059
C 0.241 -0.192 -0.150
N -0.186 0.188 0.504
C -0.098 0.002 -0.159
C 0.349 -0.391 -0.108
O -0.396 0.341 1.270
H 0.006 0.004 0.022
H 0.008 -0.009 -0.019
H 0.038 -0.036 -0.029
H -0.021 0.012 -0.010
N -0.122 -0.287 -0.049
C -0.125 0.131 0.186
N 0.537 0.005 -0.531
C -0.253 -0.455 0.048
N 0.123 0.180 -0.072
C 0.098 0.218 -0.046
C 0.051 0.088 -0.040
N -0.003 -0.008 0.012
C -0.116 -0.005 0.190
C 0.029 -0.020 -0.096
N 0.036 -0.022 -0.019
H 0.045 0.027 -0.029
H 0.003 0.088 0.058
H -0.006 -0.031 -0.013
H 0.013 -0.038 -0.053
H -0.011 -0.009 0.041
C 0.077 0.020 -0.103
N 0.098 -0.027 -0.027
C 0.315 0.535 0.193
Se -0.267 -0.223 -0.271
N 0.008 0.169 0.013
C -0.188 -0.201 0.119
C -0.014 0.049 0.049
C -0.067 -0.065 0.077
C 0.017 -0.011 -0.031
C 0.108 0.011 -0.113
C -0.080 -0.163 -0.104
H -0.040 -0.018 0.043
H -0.027 0.032 0.031
H -0.008 0.010 0.044
H 0.020 0.000 -0.062
H 0.026 0.007 -0.044
H -0.002 -0.032 -0.016
H -0.007 -0.034 -0.007
H -0.024 0.000 0.036

Gap between HOMO and LUMO, eV: 6.03
Total charge: 0

=====

Entry 4:
Formula: C23H17Br5N4O2Pd
Source: OMol25
Level of theory: wB97M-V/def2-TZVPD

Last column: Löwdin charge in e.
Cartesian coordinates (Å):
Pd  0.138  -0.930  -1.242  1.113
Br  4.258  4.413  -0.240  0.840
C  3.560  2.680  -0.229  -0.740
C  4.486  1.534  -0.411  -0.710
Br  6.298  1.875  -0.501  0.910
C  4.045  0.247  -0.526  -0.697
Br  5.152  -1.227  -0.827  0.885
C  2.644  -0.004  -0.485  -0.321
O  2.140  -1.083  -0.847  -0.073
C  1.658  1.082  -0.033  -0.498
O  0.514  0.974  -0.736  -0.266
C  2.247  2.472  -0.063  -0.627
Br  1.006  3.833  0.211  0.912
Br  -5.077  4.030  0.199  0.825
C  -4.084  2.535  -0.354  -0.686
C  -2.978  2.713  -1.178  -0.098
C  -2.229  1.618  -1.570  -0.026
C  -2.610  0.349  -1.150  -0.272
C  -3.717  0.168  -0.327  -0.019
C  -4.459  1.267  0.071  -0.103
N  -1.832  -0.781  -1.545  -0.027
C  -2.381  -1.848  -1.997  -0.004
C  -1.514  -3.001  -2.241  -0.223
C  -1.939  -4.204  -2.759  0.035
C  -1.001  -5.220  -2.934  0.005
C  0.316  -4.991  -2.582  0.006
C  0.676  -3.751  -2.063  -0.057
N  -0.220  -2.786  -1.899  -0.037
H  -2.709  3.705  -1.514  0.114
H  -1.364  1.745  -2.206  0.117
H  -3.986  -0.822  0.022  0.123
H  -5.322  1.141  0.711  0.114
H  -3.449  -1.898  -2.184  0.160
H  -2.978  -4.347  -3.022  0.136
H  -1.302  -6.176  -3.340  0.133
H  1.071  -5.754  -2.703  0.130
H  1.694  -3.521  -1.777  0.125
C  -1.456  1.364  3.717  0.022
C  -0.138  1.105  3.081  -0.227
C  1.118  0.879  3.636  0.079
C  2.010  0.712  2.587  -0.190
N  1.304  0.799  1.438  0.057
N  0.015  1.050  1.758  0.139
C  3.475  0.469  2.658  0.036
H  -1.367  1.291  4.798  0.098
H  -2.200  0.643  3.380  0.095
H  -1.810  2.365  3.468  0.101
H  1.356  0.833  4.685  0.138
H  -0.625  1.226  0.990  0.158
H  4.035  1.347  2.331  0.099
H  3.780  -0.385  2.053  0.089
H  3.748  0.267  3.690  0.106

Force components x, y, z for each atom (eV/Å):
Pd 0.117 0.173 0.096
Br 0.003 0.018 0.008
C 0.031 -0.052 -0.007
C -0.064 0.000 -0.034
Br -0.007 -0.001 0.002
C -0.013 0.036 -0.016
Br 0.007 0.002 0.004
C 0.028 -0.045 0.015
O -0.007 0.040 -0.029
C -0.104 -0.063 0.157
O -0.036 -0.019 -0.094
C 0.034 0.060 -0.040
Br 0.008 0.016 -0.001
Br 0.007 -0.011 -0.003
C -0.004 0.001 0.002
C -0.009 0.012 0.008
C -0.003 -0.028 -0.004
C 0.009 0.011 0.011
C 0.000 -0.004 -0.002
C 0.006 0.016 -0.001
N -0.074 -0.159 -0.062
C 0.104 0.007 0.034
C 0.002 0.068 0.020
C 0.011 0.012 0.006
C 0.022 0.011 0.014
C -0.021 -0.011 -0.009
C -0.008 0.003 -0.003
N -0.121 -0.079 -0.034
H 0.002 -0.001 0.000
H 0.004 0.007 -0.002
H 0.000 0.001 -0.002
H 0.000 0.001 0.001
H 0.001 0.020 0.002
H 0.000 -0.002 -0.001
H -0.001 0.001 -0.001
H -0.002 -0.001 -0.001
H 0.001 -0.002 -0.001
C -0.003 -0.002 -0.007
C 0.011 -0.024 -0.008
C 0.002 -0.026 0.013
C -0.013 -0.017 -0.003
N 0.102 0.011 -0.004
N -0.009 0.007 -0.093
C 0.016 0.010 0.031
H 0.000 -0.001 0.000
H -0.003 0.001 0.003
H 0.001 0.001 -0.003
H -0.003 0.002 0.000
H -0.013 0.009 0.009
H -0.009 -0.010 0.003
H -0.009 0.001 0.025
H 0.002 0.005 0.001

Gap between HOMO and LUMO, eV: 6.66
Total charge: +2

=====

Entry 5:
Formula: C23H17Cl5F5N2Y
Source: OMol25
Level of theory: wB97M-V/def2-TZVPD

Last column: Löwdin charge in e.
Cartesian coordinates (Å):
Y  -0.333  0.198  -0.275  1.548
C  -0.524  -2.222  2.370  -0.086
N  -0.027  -0.848  2.246  -0.333
C  -0.493  -0.066  3.401  -0.087
C  1.447  -0.837  2.236  -0.211
C  2.060  -1.644  1.099  -0.244
N  1.246  -1.498  -0.098  -0.148
C  1.545  -2.264  -1.191  -0.204
C  0.562  -2.400  -2.183  -0.151
F  -0.657  -1.832  -1.921  -0.011
C  0.715  -3.108  -3.347  -0.222
F  -0.303  -3.151  -4.217  0.100
C  1.890  -3.785  -3.604  0.064
C  2.866  -3.713  -2.631  -0.215
F  4.032  -4.346  -2.823  0.095
C  2.711  -2.997  -1.456  -0.142
F  3.752  -2.969  -0.601  0.080
H  -0.134  -2.697  3.281  0.099
H  -0.224  -2.811  1.504  0.078
H  -1.613  -2.210  2.432  0.090
H  -0.128  -0.506  4.338  0.099
H  -1.580  -0.044  3.423  0.083
H  -0.140  0.961  3.331  0.073
H  1.831  -1.215  3.192  0.128
H  1.755  0.213  2.169  0.121
H  2.143  -2.696  1.391  0.120
H  3.081  -1.281  0.959  0.115
H  2.044  -4.339  -4.519  0.136
Cl  2.343  1.301  -1.767  0.674
C  1.021  1.302  -2.930  -0.681
C  -0.182  0.895  -2.419  -0.393
C  -1.260  0.894  -3.265  -0.684
Cl  -2.773  0.356  -2.544  0.674
C  -1.176  1.281  -4.594  -0.695
Cl  -2.562  1.258  -5.611  0.694
C  0.072  1.689  -5.082  -0.689
Cl  0.228  2.176  -6.723  0.694
C  1.191  1.708  -4.245  -0.698
Cl  2.731  2.211  -4.822  0.695
F  -2.842  3.098  5.605  0.042
C  -2.453  2.943  4.317  -0.303
C  -3.283  2.283  3.437  -0.028
C  -2.867  2.122  2.121  -0.075
C  -1.639  2.616  1.655  -0.361
C  -1.189  2.366  0.256  -0.267
C  -0.853  3.306  2.587  -0.076
C  -1.245  3.466  3.911  -0.024
H  -4.238  1.906  3.782  0.118
H  -3.524  1.612  1.422  0.109
H  -0.450  3.114  -0.051  0.039
H  -2.036  2.469  -0.433  0.029
H  0.091  3.731  2.263  0.112
H  -0.628  4.002  4.623  0.119

Force components x, y, z for each atom (eV/Å):
Y -0.099 -1.388 1.031
C -0.019 -0.023 -0.037
N -0.077 0.161 -0.087
C 0.060 -0.065 -0.035
C -0.047 0.086 -0.036
C -0.087 -0.053 -0.169
N -0.014 0.319 -0.018
C -0.125 0.001 0.347
C -0.019 -0.063 -0.021
F -0.164 0.173 0.204
C -0.028 -0.017 -0.017
F 0.019 -0.012 0.005
C 0.053 -0.032 -0.069
C 0.073 -0.048 0.039
F -0.035 0.002 -0.010
C 0.141 0.084 -0.185
F 0.011 0.007 0.002
H -0.016 -0.006 -0.009
H -0.005 0.015 0.024
H 0.015 0.000 0.006
H 0.000 -0.012 0.012
H -0.038 -0.002 -0.009
H 0.010 -0.037 -0.004
H 0.019 0.031 0.046
H 0.007 0.018 -0.027
H -0.020 -0.046 0.033
H 0.083 -0.040 0.055
H -0.014 0.028 0.050
Cl 0.116 0.137 -0.166
C -0.004 0.077 0.041
C 0.124 0.350 -1.012
C 0.041 0.028 -0.060
Cl -0.029 0.021 -0.119
C -0.131 -0.016 -0.054
Cl 0.055 0.012 0.002
C -0.011 0.008 -0.023
Cl -0.007 -0.008 0.029
C 0.140 0.006 -0.032
Cl -0.055 -0.008 -0.025
F -0.004 -0.004 -0.002
C -0.011 0.011 0.049
C -0.023 -0.065 -0.123
C -0.029 0.023 0.009
C -0.054 0.015 -0.123
C 0.027 0.342 0.635
C 0.034 0.019 0.050
C 0.129 0.064 -0.107
H 0.026 0.004 -0.029
H -0.009 0.001 0.021
H 0.008 0.026 -0.006
H 0.024 -0.093 -0.050
H -0.016 -0.004 0.021
H -0.024 -0.023 -0.045

Gap between HOMO and LUMO, eV: 7.32
Total charge: 0